The following is a quantum chemistry calculation of a molecular structure, C5H8N, from the OMol25 dataset.

Geometry as XYZ:
```
14
Properties=species:S:1:pos:R:3:forces:R:3
C 0.674 1.100 0.034 -0.43 -2.34 -0.27
C 1.687 0.026 0.423 3.85 1.57 1.02
C 1.187 0.043 -0.920 -0.26 -0.39 0.35
C -0.439 0.180 0.544 -0.95 1.20 1.96
C -1.707 -0.015 -0.144 -1.13 -1.06 1.00
N 0.529 -0.774 0.110 -2.26 -7.37 1.21
H 0.723 2.080 -0.240 0.45 2.73 0.13
H 2.653 0.006 1.065 -2.06 -0.51 -1.38
H 1.396 -0.274 -1.904 0.40 0.09 -0.81
H -0.537 0.198 1.652 0.17 0.02 -0.64
H -2.375 -0.757 0.327 0.59 -0.08 0.40
H -1.479 -0.467 -1.072 -0.38 0.51 -1.72
H -2.296 0.855 -0.037 -0.65 1.16 -0.98
H -0.016 -2.198 0.162 2.65 4.48 -0.25
```
Forces are in eV/Å.

As for the charge: +1. As for the spin multiplicity: 1. For the total energy, the calculation gives -6791.03875 eV. For the HOMO energy, the calculation gives -15.91 eV. The calculation puts the LUMO energy at -0.2084 Ha.

natural (NBO) atomic charge list, values in e, 8 entries: number 1, C, carries -0.190; number 2, C, carries -0.063; number 3, C, carries -0.063; number 4, C, carries -0.016; number 5, C, carries -0.661; number 6, N, carries -0.339; number 7, H, carries 0.269; number 8, H, carries 0.319

The following is a quantum chemistry calculation of 5 unconnected molecules or ions with the total composition C5H20O5, from the OMol25 dataset.

Geometry as XYZ:
```
30
Properties=species:S:1:pos:R:3:forces:R:3
C 27.864 2.726 -12.447 0.04 -0.40 -0.02
O 26.987 3.613 -13.135 0.45 -0.27 -0.02
H 27.446 2.491 -11.470 -0.02 0.34 0.02
H 27.970 1.755 -12.950 -0.07 0.16 -0.17
H 28.866 3.152 -12.338 -0.08 0.04 0.17
H 27.439 3.809 -13.963 -0.31 0.14 0.01
C 27.052 -0.695 -5.996 0.24 0.75 0.00
O 27.740 -1.221 -4.868 -0.26 -0.16 -0.19
H 27.540 -0.981 -6.931 -0.26 -0.24 -0.08
H 25.983 -0.912 -5.999 0.05 -0.35 -0.09
H 27.122 0.394 -5.950 0.10 -0.06 0.18
H 27.693 -2.179 -4.949 0.10 0.05 0.16
C 26.333 1.355 -8.919 -0.94 1.03 0.55
O 25.325 0.416 -8.598 0.08 -0.54 -0.17
H 26.822 1.717 -8.010 0.29 -0.14 -0.07
H 27.059 0.958 -9.620 -0.07 -0.38 0.07
H 25.854 2.230 -9.373 0.25 0.04 -0.21
H 24.588 0.792 -8.073 0.52 -0.02 -0.13
C 22.820 2.643 -7.628 -0.63 0.57 0.01
O 23.324 1.465 -7.023 0.06 0.08 0.15
H 22.028 2.430 -8.352 0.31 -0.10 -0.19
H 22.371 3.352 -6.921 0.22 -0.24 0.25
H 23.655 3.164 -8.091 -0.03 -0.18 -0.17
H 22.638 1.035 -6.505 0.00 -0.01 -0.06
C 24.684 -2.807 -8.553 0.37 -0.04 0.47
O 25.625 -2.210 -9.417 -0.09 0.30 -0.07
H 25.105 -2.853 -7.540 -0.30 0.17 0.17
H 23.739 -2.259 -8.555 -0.09 -0.02 0.14
H 24.481 -3.847 -8.806 0.11 0.08 -0.49
H 25.618 -1.255 -9.179 -0.03 -0.60 -0.21
```
Forces are in eV/Å.

As for the SMILES: CO.CO.CO.CO.CO. As for the spin multiplicity: 1. For the total energy, the calculation gives -15744.53197 eV. For the HOMO energy, the calculation gives -9.52 eV. The calculation puts the LUMO energy at 0.0162 Ha.

natural (NBO) atomic charge list, values in e, 8 entries: number 1, C, carries -0.252; number 2, O, carries -0.714; number 3, H, carries 0.178; number 4, H, carries 0.163; number 5, H, carries 0.162; number 6, H, carries 0.462; number 7, C, carries -0.253; number 8, O, carries -0.721

The following is a quantum chemistry calculation of 2 unconnected molecules or ions with the total composition C2H9N2O, from the OMol25 dataset.

Geometry as XYZ:
```
14
Properties=species:S:1:pos:R:3:forces:R:3
C 2.073 -1.372 -0.345 2.10 -0.93 -1.67
N 1.314 -0.182 -0.842 1.06 3.30 0.25
H 1.876 -2.322 -0.999 -0.42 1.80 1.62
H 3.070 -1.074 -0.773 -0.32 -0.79 1.31
H 2.127 -1.515 0.762 -0.49 0.16 -1.22
H 0.308 -0.290 -0.982 -0.56 -0.24 -0.16
H 1.863 0.149 -1.701 -1.73 -0.65 1.07
H 1.357 0.736 -0.214 0.06 -2.67 -1.10
C -1.928 0.531 0.914 0.76 -1.43 -2.47
N -2.778 1.611 0.802 2.94 -2.01 3.33
O -1.436 -0.047 -0.139 -1.43 1.91 3.39
H -1.736 0.051 1.928 -0.04 1.08 -0.98
H -2.916 2.192 1.667 -0.66 -0.86 -1.93
H -3.194 1.532 -0.077 -1.27 1.34 -1.43
```
Forces are in eV/Å.

As for the charge: +1. As for the spin multiplicity: 1. For the total energy, the calculation gives -7240.30000 eV. For the HOMO energy, the calculation gives -14.16 eV. The calculation puts the LUMO energy at -0.1301 Ha.

natural (NBO) atomic charge list, values in e, 8 entries: number 1, C, carries -0.441; number 2, N, carries -0.706; number 3, H, carries 0.264; number 4, H, carries 0.219; number 5, H, carries 0.261; number 6, H, carries 0.487; number 7, H, carries 0.446; number 8, H, carries 0.453

The following is a quantum chemistry calculation of a single C4H6N2O molecule, from the OMol25 dataset.

Geometry as XYZ:
```
13
Properties=species:S:1:pos:R:3:forces:R:3
N 1.216 0.035 1.485 0.17 -0.13 -0.12
C 0.252 -0.389 0.480 -0.14 0.15 0.21
C -0.518 0.754 -0.093 -0.06 -0.22 -0.22
O -0.784 1.894 0.509 0.14 -0.12 0.03
N -0.967 0.378 -1.247 0.06 0.18 0.20
C -0.363 -0.948 -1.574 0.08 -0.17 -0.11
C 0.470 -1.408 -0.623 -0.36 0.30 -0.12
H 2.067 0.358 1.031 -0.08 -0.06 -0.10
H 1.503 -0.801 1.990 -0.10 0.23 0.07
H -0.240 1.888 1.323 -0.10 0.01 -0.09
H -1.639 0.901 -1.794 0.13 0.00 0.01
H -0.675 -1.345 -2.534 0.11 0.09 0.15
H -0.607 -0.825 1.028 0.15 -0.27 0.10
```
Forces are in eV/Å.

As for the spin multiplicity: 1. For the total energy, the calculation gives -9269.66636 eV. For the HOMO energy, the calculation gives -7.42 eV. The calculation puts the LUMO energy at 0.0149 Ha.

natural (NBO) atomic charge list, values in e, 8 entries: number 1, N, carries -0.848; number 2, C, carries -0.227; number 3, C, carries 0.614; number 4, O, carries -0.625; number 5, N, carries -0.517; number 6, C, carries -0.241; number 7, C, carries -0.298; number 8, H, carries 0.366

The following is a quantum chemistry calculation of a molecular structure, C44H46AuF6N8OPSSb2, from the OMol25 dataset.

Geometry as XYZ:
```
110
Properties=species:S:1:pos:R:3:forces:R:3
Au 0.454 0.529 0.826 -0.13 -0.03 -0.15
C 0.766 -1.174 6.273 0.18 -0.32 0.09
N 0.242 -0.779 4.946 -0.04 0.03 -0.03
C 0.799 -0.017 4.010 0.13 -0.10 0.27
N 0.043 -0.065 2.915 -0.10 -0.13 -0.24
C -0.992 -0.890 3.266 0.09 -0.08 -0.02
N -0.890 -1.354 4.481 0.18 0.37 -0.21
C 1.563 -2.452 6.124 -0.22 -0.21 0.13
C 1.055 -3.717 6.421 -0.06 -0.12 0.00
C 1.768 -4.871 6.079 -0.44 0.35 0.23
C 2.959 -4.780 5.386 0.41 0.58 -0.11
C 3.480 -3.508 5.106 -1.12 -0.18 0.70
C 2.798 -2.355 5.528 0.24 -0.46 -0.24
C 4.566 -3.236 4.222 1.94 1.88 -0.39
N 5.177 -2.053 4.127 -1.48 -1.79 1.08
N 5.828 -2.044 2.968 0.20 -1.78 -1.85
C 5.599 -3.221 2.381 0.71 1.84 1.82
O 4.866 -4.033 3.176 -0.28 0.34 -0.19
C 5.783 -3.470 0.984 -0.04 -0.11 -1.16
C 5.971 -4.717 0.376 0.00 0.55 0.37
C 5.949 -4.784 -1.003 -0.08 0.28 -0.40
C 5.666 -3.648 -1.769 -0.06 -0.13 -0.08
C 5.444 -2.413 -1.161 0.17 -0.20 -0.19
C 5.046 -1.169 -1.934 0.18 -0.22 0.10
N 4.134 -0.352 -1.120 -0.07 0.10 -0.10
C 2.870 -0.605 -0.816 0.38 -0.09 -0.14
N 2.451 0.301 0.062 -0.26 0.37 0.55
C 3.550 1.104 0.260 0.05 0.09 0.01
N 4.585 0.734 -0.440 -0.47 -0.24 -0.02
C 5.571 -2.320 0.206 0.00 -0.43 0.23
H -0.092 -1.286 6.929 -0.07 0.03 -0.01
H 1.395 -0.364 6.635 -0.03 0.09 -0.02
H 1.707 0.554 4.137 -0.03 -0.11 0.00
H -1.821 -1.118 2.616 0.03 0.00 0.05
H 0.094 -3.808 6.915 0.03 -0.02 -0.04
H 1.366 -5.843 6.331 -0.01 0.03 0.03
H 3.490 -5.673 5.079 -0.01 0.06 -0.03
H 3.236 -1.388 5.309 0.03 -0.05 -0.07
H 6.152 -5.602 0.974 -0.05 0.03 0.00
H 6.125 -5.730 -1.497 0.00 0.04 -0.02
H 5.614 -3.735 -2.849 -0.03 -0.03 0.05
H 4.550 -1.413 -2.871 -0.04 0.00 -0.03
H 5.910 -0.546 -2.153 -0.05 0.13 0.00
H 2.287 -1.402 -1.246 0.10 0.03 0.04
H 3.558 1.962 0.915 0.01 -0.07 -0.03
H 5.466 -1.368 0.711 -0.04 -0.12 0.06
C -4.200 -2.852 1.256 0.15 0.03 -0.04
C -4.126 -2.906 -0.263 -0.41 0.95 0.43
Sb -2.206 -2.271 -1.024 0.68 -0.79 0.22
C -0.840 -3.278 0.289 0.49 0.50 0.28
C -0.962 -4.794 0.111 -0.33 0.03 -0.39
C -1.973 -3.270 -2.892 -0.17 0.73 -0.75
C -3.068 -2.913 -3.892 0.03 0.01 0.05
H -5.186 -3.192 1.579 -0.02 -0.03 -0.07
H -4.075 -1.836 1.636 -0.04 -0.01 -0.05
H -3.464 -3.502 1.733 -0.03 0.02 -0.03
H -4.886 -2.291 -0.741 -0.08 -0.07 -0.02
H -4.197 -3.921 -0.668 0.29 0.01 -0.21
H -1.085 -2.970 1.302 0.00 0.04 0.06
H 0.159 -2.909 0.050 -0.09 -0.03 0.00
H -1.982 -5.152 0.262 0.01 -0.04 0.04
H -0.335 -5.300 0.850 -0.01 0.19 0.03
H -0.629 -5.119 -0.875 0.03 0.00 0.05
H -2.004 -4.323 -2.592 -0.05 0.03 0.33
H -0.979 -3.021 -3.252 0.07 -0.01 -0.02
H -4.068 -3.118 -3.507 0.01 -0.03 0.00
H -2.937 -3.517 -4.790 0.03 -0.03 0.03
H -3.009 -1.867 -4.189 0.04 -0.04 -0.01
F 0.023 -0.743 -1.571 -0.40 -0.70 0.13
P -0.163 0.254 -2.950 1.08 0.64 -0.37
F 0.050 -1.036 -3.860 -0.16 -0.10 0.16
F -1.760 -0.092 -2.841 -0.52 -0.43 0.39
F 1.409 0.523 -2.907 -0.25 -0.09 0.08
F -0.387 1.466 -1.873 0.04 -0.04 -0.13
F -0.400 1.206 -4.167 -0.17 -0.02 0.07
S -1.913 0.857 0.713 0.22 -1.28 -0.31
Sb -2.338 3.028 -0.210 -0.67 0.78 0.10
C -2.579 3.531 -2.233 0.32 -0.27 0.17
C -3.161 2.614 -3.099 0.00 0.19 -0.10
C -3.368 2.995 -4.415 -0.03 -0.08 0.00
C -3.000 4.263 -4.845 0.00 0.04 0.03
C -2.424 5.166 -3.962 -0.03 -0.01 0.01
C -2.206 4.807 -2.639 -0.13 -0.09 -0.15
C -1.150 4.253 1.009 0.05 -0.13 -0.13
C -1.140 3.912 2.362 0.07 0.11 0.02
C -0.491 4.743 3.265 -0.02 -0.06 0.01
C 0.140 5.898 2.819 0.01 0.00 0.01
C 0.137 6.224 1.470 -0.03 -0.02 -0.06
C -0.506 5.401 0.553 0.10 -0.09 0.08
C -4.269 3.080 0.610 0.10 -0.05 0.05
C -4.563 3.924 1.678 -0.09 -0.06 -0.10
C -5.849 3.919 2.205 0.00 0.00 -0.02
C -6.818 3.077 1.676 0.02 0.02 0.01
C -6.518 2.240 0.607 0.05 -0.02 -0.04
C -5.240 2.234 0.069 -0.01 0.13 0.14
H -3.443 1.623 -2.775 0.02 -0.01 0.01
H -3.808 2.291 -5.109 -0.03 0.05 0.00
H -3.175 4.554 -5.871 0.04 -0.02 -0.01
H -2.140 6.154 -4.299 -0.03 0.00 0.00
H -1.791 5.533 -1.957 0.05 0.01 0.01
H -1.646 3.020 2.714 -0.03 0.00 0.05
H -0.492 4.498 4.319 0.00 0.01 -0.03
H 0.638 6.549 3.527 -0.02 -0.02 -0.02
H 0.630 7.123 1.125 0.00 -0.03 0.01
H -0.472 5.656 -0.494 -0.01 0.02 -0.03
H -3.818 4.594 2.089 0.00 -0.02 0.00
H -6.095 4.582 3.024 0.00 -0.02 -0.01
H -7.817 3.077 2.094 0.02 0.02 -0.02
H -7.284 1.603 0.183 -0.01 0.01 0.02
H -5.015 1.591 -0.775 -0.02 0.02 -0.02
```
Forces are in eV/Å.

As for the charge: +3. As for the spin multiplicity: 2. The expectation value of S² is 0.765. For the total energy, the calculation gives -113515.77037 eV. For the HOMO energy (alpha / beta), the calculation gives -13.92 / -13.92 eV. The calculation puts the LUMO energy (alpha / beta) at -0.4291 / -0.4328 Ha.

Löwdin atomic charge list, values in e, 8 entries: number 1, Au, carries 0.861; number 2, C, carries -0.037; number 3, N, carries -0.078; number 4, C, carries -0.087; number 5, N, carries -0.063; number 6, C, carries -0.243; number 7, N, carries 0.165; number 8, C, carries -0.208

The following is a quantum chemistry calculation of 2 unconnected molecules or ions with the total composition C3H11NS, from the OMol25 dataset.

Geometry as XYZ:
```
16
Properties=species:S:1:pos:R:3:forces:R:3
C -1.684 -0.935 -1.185 -0.87 -0.97 -0.07
C -1.766 -0.233 0.148 0.40 0.23 0.41
N -0.835 -0.767 1.177 -0.21 -1.35 -0.47
H -1.913 -2.010 -1.082 0.16 0.23 0.19
H -0.712 -0.881 -1.659 0.26 0.31 -0.08
H -2.461 -0.586 -1.866 0.20 0.32 -0.15
H -2.763 -0.304 0.578 -0.22 0.06 -0.23
H -1.561 0.831 0.028 0.03 0.08 -0.08
H -1.392 -1.447 1.691 -0.11 0.40 0.59
H -0.249 -1.473 0.715 0.40 0.71 -0.12
C 2.526 1.744 0.490 0.26 -0.13 -0.02
S 3.365 0.405 -0.401 0.37 0.01 -0.19
H 1.463 1.550 0.462 -0.14 0.18 0.20
H 2.767 2.703 0.047 -0.12 0.04 -0.30
H 2.909 1.770 1.501 -0.22 -0.12 0.30
H 2.307 -0.367 -0.644 -0.18 -0.01 0.04
```
Forces are in eV/Å.

As for the SMILES: CCN.CS. As for the spin multiplicity: 1. For the total energy, the calculation gives -15614.16458 eV. For the HOMO energy, the calculation gives -8.92 eV. The calculation puts the LUMO energy at 0.0314 Ha.

natural (NBO) atomic charge list, values in e, 8 entries: number 1, C, carries -0.629; number 2, C, carries -0.222; number 3, N, carries -0.816; number 4, H, carries 0.199; number 5, H, carries 0.206; number 6, H, carries 0.217; number 7, H, carries 0.183; number 8, H, carries 0.178